This record from OMol25 describes a molecular structure, C15H14N2O3PtS3 at a distorted geometry. The level of theory is ωB97M-V/def2-TZVPD.

Values from the calculation:
energy relative to the best compared isomer or geometry (same formula, charge and spin): 28.3 kcal per mole
total energy: -60657.2935 eV
HOMO-LUMO gap (alpha / beta): 7.54 / 7.54 eV
highest occupied orbital energy (alpha / beta): -7.946 / -7.948 eV

ORCA input file:
```
! wB97M-V def2-TZVPD RIJCOSX def2/J DEFGRID3
* xyz 0 1
C 0.64 0.25 3.67
C -0.75 4.54 -1.04
C 1.15 -4.94 -1.02
O -0.36 0.09 1.26
H -1.64 1.83 2.97
C 0.13 -5.89 -0.96
H -2.02 2.79 -1.05
H -1.57 5.24 -1.00
H -1.02 2.94 1.74
H -2.00 -6.23 -0.90
Pt -0.33 0.15 -1.15
N -0.91 -1.91 -1.19
C 1.24 2.69 -1.06
C -2.22 -1.82 -1.21
H 2.18 -5.27 -1.02
H -0.30 2.94 3.36
S -2.94 -0.29 -1.35
H 0.80 6.03 -1.04
C -1.01 3.18 -1.06
C -0.75 2.33 2.59
C 0.57 4.98 -1.04
C 0.87 -3.59 -1.07
H 1.32 -0.59 3.55
C -0.46 -3.19 -1.09
H -0.33 -0.11 4.00
S -3.05 -3.36 -1.10
S 0.46 1.06 2.03
H 1.06 0.96 4.38
N -0.03 2.28 -1.09
C -1.49 -4.15 -1.04
O 3.47 1.97 -0.73
H 1.64 -2.84 -1.09
O 1.95 0.43 -1.28
C -1.20 -5.50 -0.96
C 2.34 1.60 -1.02
H 2.63 4.28 -1.01
C 1.58 4.03 -1.04
H 0.38 -6.94 -0.93
*
```

Listed below, in e, are the Löwdin charges computed for each atom: -0.23 -0.05 -0.08 -0.65 0.06 -0.09 0.11 0.11 0.03 0.11 0.96 -0.16 -0.18 -1.15 0.10 0.05 0.57 0.11 -0.13 -0.22 -0.04 0.00 0.05 -0.31 0.06 1.04 0.86 0.05 -0.05 -0.46 0.05 0.12 -0.11 -0.09 -0.66 0.12 0.02 0.10

This record from OMol25 describes a molecular structure, C11H17Cl2MnTm at a distorted geometry. The level of theory is ωB97M-V/def2-TZVPD.

Values from the calculation:
total energy: -97572.3735 eV
HOMO-LUMO gap (alpha / beta): 6.22 / 7.06 eV
highest occupied orbital energy (alpha / beta): -7.303 / -7.328 eV

ORCA input file:
```
! wB97M-V def2-TZVPD RIJCOSX def2/J DEFGRID3
* xyz 0 6
H -2.89 -0.21 -1.99
H -0.46 -3.98 -1.45
H -0.56 0.05 2.68
Tm 0.14 -0.03 -0.11
Mn -1.40 -1.88 -2.30
Cl 3.75 1.64 1.07
C 1.50 0.58 2.15
H -0.51 2.16 -1.75
C 1.09 2.86 3.77
C -1.46 -3.69 -1.84
H 2.68 -0.78 0.88
Cl 1.44 -1.14 -1.94
C 2.28 2.73 3.05
H 1.23 2.21 -1.37
H -2.45 -0.92 -4.14
H -1.73 -4.10 -2.82
C 0.06 1.92 3.61
H 3.07 3.48 3.13
H -1.87 -2.69 -4.42
H -0.88 2.06 4.13
C 0.23 2.05 -0.95
C 2.46 1.65 2.19
H 1.29 -1.57 1.80
H -2.27 -3.65 -1.09
H 0.04 2.80 -0.17
C 1.74 -0.64 1.40
H -3.06 -1.67 -0.84
C -2.38 -0.82 -1.20
C -1.61 -1.65 -4.14
H 0.96 3.71 4.45
H -0.66 -1.27 -4.56
C 0.24 0.82 2.77
*
```

Listed below, in e, are the Löwdin charges computed for each atom: -0.01 0.04 0.11 1.03 0.46 0.74 -0.42 -0.03 -0.10 -0.17 0.01 -0.03 -0.11 -0.03 0.03 0.02 -0.10 0.11 0.02 0.10 -0.35 -0.64 0.06 0.02 -0.03 -0.31 -0.01 -0.26 -0.17 0.10 0.04 -0.12

This record from OMol25 describes a molecular structure, F6KN3NaO12S6 at a distorted geometry. The level of theory is ωB97M-V/def2-TZVPD.

Values from the calculation:
energy relative to the best compared isomer or geometry (same formula, charge and spin): 564.2 kcal per mole
total energy: -131077.3134 eV
HOMO-LUMO gap: 8.47 eV
highest occupied orbital energy: -7.061 eV

ORCA input file:
```
! wB97M-V def2-TZVPD RIJCOSX def2/J DEFGRID3
* xyz -1 1
O 2.61 -0.66 0.97
O -4.24 0.71 0.33
O -1.85 -0.17 2.15
O 1.11 -2.67 1.52
O 1.31 3.49 1.52
S -2.88 0.87 -0.21
S 1.60 -2.06 -1.43
O -3.33 -1.84 1.04
O 2.29 2.66 -1.87
S 1.35 -1.41 0.77
K -1.05 -1.39 -1.77
F -0.80 2.74 1.41
S -2.19 -0.95 0.97
O 2.93 1.20 0.14
S 0.70 2.19 1.25
Na -0.20 0.18 -0.34
N -1.81 -0.40 -0.41
O 1.55 -3.51 -1.14
F 0.28 -0.49 1.63
S 1.94 1.69 -0.81
O -2.22 2.15 0.06
F -3.27 1.03 -1.76
N 0.36 1.81 -0.25
N 0.54 -1.18 -0.70
O 2.92 -1.44 -1.77
F 1.76 0.32 -1.65
F 0.87 -2.01 -2.87
F -1.04 -1.94 1.02
O 0.79 1.08 2.20
*
```

Listed below, in e, are the Löwdin charges computed for each atom: -0.22 -0.23 -0.18 -0.23 -0.26 0.67 0.59 -0.22 -0.27 0.76 1.18 -0.23 0.45 -0.28 0.60 -0.06 -0.63 -0.25 -0.34 0.69 -0.23 -0.18 -0.29 -0.64 -0.24 -0.28 -0.26 -0.18 -0.23

This record from OMol25 describes a single C19H20N2O7S molecule at a distorted geometry. The level of theory is ωB97M-V/def2-TZVPD.

Values from the calculation:
SMILES: Cc1ccc(S(=O)(=O)N(C)C)cc1NC(=O)COC(=O)c1ccc2c(c1)OCO2
energy relative to the best compared isomer or geometry (same formula, charge and spin): 15.4 kcal per mole
total energy: -48175.2998 eV
HOMO-LUMO gap: 9.02 eV
highest occupied orbital energy: -8.720 eV

ORCA input file:
```
! wB97M-V def2-TZVPD RIJCOSX def2/J DEFGRID3
* xyz 0 1
O -4.32 0.02 -3.01
C 2.55 4.19 2.76
H 1.38 -2.54 3.12
O -4.47 -0.69 -0.65
S -4.03 -0.96 -2.00
H -2.14 -1.05 0.12
O 1.89 -0.67 2.57
C 0.46 -1.80 -1.95
O 3.27 -0.36 0.83
C -1.63 -1.59 -3.16
H 2.95 6.66 1.16
C -0.27 -1.83 -3.14
H -2.20 -1.60 -4.08
N -4.63 -2.44 -2.54
O 2.68 5.54 2.87
H 4.41 6.44 2.19
C 3.31 2.42 1.30
H 1.35 1.26 3.83
H 2.33 -1.87 -2.98
H 3.86 2.06 0.45
O 3.87 4.81 1.04
C 2.64 0.10 1.76
H 2.95 -2.43 2.28
C 1.27 -2.45 0.97
H -4.77 -4.43 -1.95
C 1.88 1.98 3.23
H 2.44 -1.33 -1.29
H -6.73 -2.25 -2.38
C -2.28 -1.30 -1.98
C 2.60 1.53 2.12
C 1.85 3.32 3.56
H 0.14 -0.77 1.11
C -5.95 -2.35 -3.14
C 1.92 -2.06 2.30
H -5.95 -1.46 -3.77
H -3.47 -3.49 -1.19
C -0.23 -1.54 -0.76
H 2.17 -3.02 -1.64
H -6.13 -3.23 -3.74
C -4.51 -3.46 -1.53
H 0.25 -2.03 -4.06
H -5.16 -3.25 -0.67
O 1.49 -3.52 0.45
C 1.93 -2.01 -1.97
N 0.43 -1.50 0.48
C -1.60 -1.27 -0.78
C 3.27 3.74 1.65
H 1.30 3.68 4.42
C 3.50 5.95 1.80
*
```

Listed below, in e, are the Löwdin charges computed for each atom: -0.29 -0.20 0.14 -0.29 0.67 0.12 -0.02 -0.18 0.12 -0.05 0.14 -0.01 0.12 -0.34 0.05 0.14 0.09 0.12 0.08 0.13 0.04 -0.44 0.14 -0.46 0.09 -0.01 0.07 0.09 -0.29 -0.13 0.02 0.16 -0.11 -0.06 0.08 0.08 -0.16 0.08 0.09 -0.11 0.12 0.09 0.09 -0.02 0.15 0.01 -0.19 0.12 -0.15

This record from OMol25 describes a molecular structure, C18H32NO2P2V at a distorted geometry. The level of theory is ωB97M-V/def2-TZVPD.

Values from the calculation:
energy relative to the best compared isomer or geometry (same formula, charge and spin): 70.5 kcal per mole
total energy: -69024.0019 eV
HOMO-LUMO gap (alpha / beta): 5.32 / 5.11 eV
highest occupied orbital energy (alpha / beta): -7.738 / -7.533 eV

ORCA input file:
```
! wB97M-V def2-TZVPD RIJCOSX def2/J DEFGRID3
* xyz 1 2
H 3.06 0.29 -0.34
H 2.69 1.16 -1.84
C 1.04 -1.28 3.46
H 0.88 3.64 -1.76
C -1.96 0.21 -2.01
C -1.37 1.34 -4.06
C -0.62 2.21 -3.29
H -2.43 -1.81 -1.76
C 1.22 1.07 3.90
H 1.51 0.01 -1.17
C 0.33 2.96 -1.09
P 1.53 2.15 0.00
H 1.26 -2.69 1.21
H -0.47 -0.96 0.54
O -0.20 -6.02 -3.30
H -5.13 -0.36 0.48
C 2.88 -0.02 2.55
H -3.83 -0.79 -1.72
H -0.33 3.57 -0.45
C 2.82 3.33 0.41
H -3.17 -2.49 0.68
H -0.25 -6.94 -3.17
C -1.31 -0.82 1.24
C 2.25 0.77 -0.91
C -2.78 -0.91 -1.39
H 0.49 -2.21 3.52
V 0.84 0.21 1.97
H -1.44 1.46 -5.14
N -1.16 1.00 -1.28
H 2.52 4.35 0.13
H 3.01 2.01 3.18
H 0.81 1.98 4.33
C 2.12 -1.21 2.55
H -1.31 0.21 1.65
C 0.55 -0.14 4.06
H -4.44 -0.57 2.12
O 0.12 -2.23 -1.53
C -4.23 -0.19 1.10
C 2.43 1.10 3.22
P -2.88 -1.14 0.41
H -1.26 -1.56 2.05
H 0.96 -2.16 -2.14
C 1.89 -1.80 1.26
H 3.74 0.03 1.90
H -2.67 -0.40 -3.93
C -0.52 2.00 -1.91
H -0.02 -3.20 -1.47
H 2.99 3.30 1.50
H -0.81 -5.83 -4.04
H 2.73 -1.79 0.56
H -4.00 0.88 1.15
C -2.05 0.32 -3.40
H 3.76 3.08 -0.10
H 0.66 1.98 1.17
H -0.38 -0.18 4.63
H -0.07 3.05 -3.71
*
```

Listed below, in e, are the Löwdin charges computed for each atom: 0.04 0.05 -0.18 0.10 -0.30 -0.03 -0.01 0.06 -0.20 0.03 -0.25 0.88 0.05 0.02 -0.05 0.07 -0.16 0.11 0.11 -0.19 0.07 0.01 -0.29 -0.24 -0.24 0.12 0.30 0.12 0.16 0.06 0.11 0.11 -0.44 0.05 -0.19 0.07 -0.10 -0.20 -0.19 0.99 0.07 0.12 -0.07 0.12 0.12 -0.31 0.05 0.04 0.05 0.04 0.07 -0.02 0.07 -0.03 0.12 0.12

This record from OMol25 describes a single C6H10O molecule at a distorted geometry. The level of theory is ωB97M-V/def2-TZVPD.

Values from the calculation:
SMILES: C=COCC1CC1
energy relative to the best compared isomer or geometry (same formula, charge and spin): 63.8 kcal per mole
total energy: -8428.4747 eV
HOMO-LUMO gap: 9.44 eV
highest occupied orbital energy: -8.375 eV

ORCA input file:
```
! wB97M-V def2-TZVPD RIJCOSX def2/J DEFGRID3
* xyz 0 1
H -3.04 1.09 -0.28
C 2.10 -0.88 -0.76
O 1.58 0.19 1.26
H 3.00 -1.15 -1.29
H -2.60 -0.22 0.90
C -0.01 0.41 1.06
H -0.62 1.79 -0.48
C -2.29 0.38 0.05
C -1.40 -0.24 -0.97
H -1.49 0.05 -2.01
H -0.04 1.13 1.89
H 1.07 -1.08 -0.94
H 3.44 -0.13 0.60
H -0.16 -0.61 1.42
C -0.85 0.82 -0.06
C 2.40 -0.30 0.38
H -1.09 -1.27 -0.80
*
```

Listed below, in e, are the Löwdin charges computed for each atom: 0.10 0.01 -0.10 0.05 0.11 -0.05 0.14 -0.10 -0.13 0.11 0.13 0.02 0.11 0.14 -0.30 -0.33 0.10

This record from OMol25 describes a molecular structure, C20H27N7Rh at a distorted geometry. The level of theory is ωB97M-V/def2-TZVPD.

Values from the calculation:
total energy: -34588.9616 eV
HOMO-LUMO gap (alpha / beta): 4.24 / 4.68 eV
highest occupied orbital energy (alpha / beta): -17.043 / -17.029 eV

ORCA input file:
```
! wB97M-V def2-TZVPD RIJCOSX def2/J DEFGRID3
* xyz 3 1
H -5.14 -0.25 -2.98
H -1.19 -0.05 3.52
H 6.26 -1.00 0.46
C 1.24 4.60 -1.40
C 4.24 -0.27 0.25
H 1.05 4.65 -2.46
N -1.99 0.57 0.33
H -1.01 1.60 2.88
C 0.30 5.08 0.89
H -6.64 -1.14 -1.26
C -0.98 5.80 -1.15
C 1.47 0.50 2.50
H 1.94 5.40 -1.17
Rh 0.12 1.29 -0.27
N -0.88 2.75 -1.77
C -3.55 0.23 -1.64
H 6.59 -1.11 -2.00
H -0.44 6.74 -1.24
C 3.41 0.08 -2.01
H 0.92 4.29 1.33
C -1.04 0.54 2.60
C 5.65 -0.76 -1.60
H -0.60 5.21 1.48
H 2.61 0.34 -2.70
C -3.15 0.19 -0.29
N 0.18 0.20 1.89
H 0.16 -0.79 1.64
C -5.27 -0.85 0.37
C -5.66 -0.79 -0.97
C -0.03 4.75 -0.56
H 4.21 -0.37 2.38
H -2.90 0.61 -2.41
N -3.34 -0.25 1.88
C 5.47 -0.71 -0.22
C 4.62 -0.39 -2.48
C 2.48 0.32 1.41
H -1.83 5.97 -0.49
C 3.22 0.16 -0.62
H 4.78 -0.50 -3.54
H -0.21 3.09 -2.47
H 1.71 -0.17 3.35
H -1.60 3.50 -0.04
H -5.92 -1.26 1.13
N -0.71 3.43 -0.55
H -3.69 -0.55 2.78
N 3.72 -0.15 1.52
C -4.81 -0.26 -1.95
H -1.83 2.78 -2.15
H 1.74 3.65 -1.15
H -1.33 5.53 -2.14
C -2.15 0.30 1.63
H 1.47 1.53 2.88
C -4.02 -0.35 0.69
H 0.86 6.01 0.93
N 2.14 0.53 0.13
*
```

Listed below, in e, are the Löwdin charges computed for each atom: 0.13 0.16 0.13 -0.02 -0.16 0.10 0.06 0.15 -0.01 0.13 0.01 -0.08 0.12 1.17 0.09 -0.02 0.13 0.12 0.00 0.08 -0.08 -0.02 0.10 0.11 -0.22 -0.07 0.16 0.04 -0.02 -0.60 0.20 0.10 0.21 0.04 -0.04 -0.28 0.10 -0.22 0.13 0.12 0.16 0.16 0.13 -0.04 0.20 0.22 -0.04 0.14 0.08 0.10 -0.29 0.15 -0.16 0.12 0.02

This record from OMol25 describes a molecular structure, C39H40Cl2CuN4O6S. The level of theory is ωB97M-V/def2-TZVPD.

Values from the calculation:
energy relative to the best compared isomer or geometry (same formula, charge and spin): 23.4 kcal per mole
total energy: -139858.8545 eV
HOMO-LUMO gap (alpha / beta): 7.03 / 6.59 eV
highest occupied orbital energy (alpha / beta): -7.671 / -7.670 eV

ORCA input file:
```
! wB97M-V def2-TZVPD RIJCOSX def2/J DEFGRID3
* xyz 0 2
C 4.72 -0.02 -0.90
Cl -4.26 1.91 -5.35
H -6.28 0.23 -4.43
C -0.65 -3.68 -0.56
C -3.66 3.39 -1.25
H 4.56 0.31 1.23
H 1.15 -0.94 6.77
H -2.93 -1.92 -0.94
H -3.26 -3.23 0.20
C -5.36 -0.32 -4.33
C -0.47 -1.60 3.89
C 0.66 0.48 5.24
C -0.14 4.34 3.23
H 0.78 3.30 4.82
C -0.66 0.48 -1.51
H -4.02 4.14 -1.94
H 4.51 -0.54 4.55
C -4.18 0.29 -4.71
C -0.42 0.12 -4.89
O -0.51 -1.76 0.76
C 5.07 -1.46 4.66
C 0.06 0.64 4.00
O 0.84 5.69 4.88
C 1.70 0.52 -3.87
C 0.23 -0.56 -5.92
O -1.48 -0.42 -1.68
H 3.42 -0.29 -4.86
C 0.32 0.67 -3.84
H 3.09 0.68 0.36
H 1.12 1.32 5.74
C -2.22 2.71 0.52
C -2.72 -2.29 0.06
C -0.30 1.40 -2.68
H -0.37 -0.95 -6.74
N -1.82 0.38 -5.04
N -0.76 1.88 2.19
C 3.40 -1.41 0.69
H 5.39 -1.77 2.55
H 4.68 -2.01 5.52
S 2.50 -1.48 2.29
C 0.22 5.74 3.81
H -1.29 5.15 1.64
C -0.09 1.96 3.34
H -1.22 1.91 -2.97
H -6.25 -2.12 -3.57
C -4.21 2.12 -1.23
C -2.92 -0.34 -4.63
C -4.13 -2.29 -3.80
H 2.68 -1.72 -0.07
H 0.12 -3.31 -1.24
C -3.70 1.19 -0.35
H 2.08 -1.27 -6.71
C -2.65 3.69 -0.35
Cu -0.83 0.12 1.31
C 0.10 -1.84 5.13
H 3.01 -3.05 3.98
H 3.51 -3.58 2.38
H -0.92 -2.39 3.32
H 2.28 0.97 -3.07
C -2.95 -1.67 -4.18
H -4.08 0.17 -0.34
N -0.50 -0.38 3.35
Cl -1.50 -2.63 -4.08
H -0.16 -4.31 0.18
H 5.57 -3.22 3.52
H -2.20 4.67 -0.33
C 0.25 3.18 3.89
O -0.10 0.78 -0.40
N -2.73 1.46 0.52
H -2.03 1.36 -5.16
H 5.58 -0.68 -0.83
H 5.09 0.98 -1.13
C -0.92 4.23 2.08
H 0.08 -2.84 5.54
O -0.18 6.69 3.11
H 4.10 -0.36 -1.73
H 6.11 -1.22 4.87
C 3.54 -2.75 3.08
H 4.21 -2.14 0.71
H -1.38 -4.26 -1.12
H 0.41 2.15 -2.31
C -1.25 -2.51 0.13
C 3.93 -0.02 0.41
C -5.34 -1.62 -3.86
C 4.97 -2.31 3.40
O 2.73 -0.18 2.99
H -5.02 1.85 -1.90
C 2.34 -0.19 -4.87
H -3.05 -1.55 0.80
C 0.68 -0.78 5.81
H -4.08 -3.31 -3.46
C 1.60 -0.74 -5.91
C -1.23 2.97 1.59
*
```

Listed below, in e, are the Löwdin charges computed for each atom: -0.10 0.71 0.10 0.01 -0.04 0.11 0.12 0.08 0.10 -0.13 -0.13 0.01 -0.06 0.12 -0.58 0.11 0.06 -0.58 -0.24 -0.03 -0.10 -0.19 -0.03 -0.03 -0.05 0.01 0.10 -0.15 0.11 0.12 -0.20 0.00 -0.03 0.12 0.07 0.07 -0.34 0.10 0.07 0.91 -0.69 0.12 -0.16 0.12 0.10 -0.04 -0.28 -0.13 0.08 0.09 -0.12 0.10 0.01 0.69 -0.05 0.08 0.09 0.11 0.11 -0.57 0.10 0.07 0.75 0.10 0.11 0.12 0.08 -0.08 0.10 0.07 0.08 0.08 0.08 0.11 -0.03 0.06 0.07 -0.35 0.08 0.08 0.12 -0.43 -0.29 -0.10 -0.28 -0.50 0.10 -0.08 0.08 -0.03 0.10 -0.08 -0.17

What is the total energy in the eighth record?
-139858.8545 eV